{"formula": "C4H9NO", "method": "wB97M-V/def2-TZVPD", "species": ["O", "N", "C", "C", "C", "C", "H", "H", "H", "H", "H", "H", "H", "H", "H"], "coordinates": [[-2.698, -1.471, -0.764], [3.010, -0.337, 1.719], [2.211, 0.295, 0.704], [-2.032, -0.398, -1.270], [0.911, 0.662, 0.821], [-2.557, 0.743, -1.692], [2.543, -0.949, 2.380], [-1.961, 1.517, -2.160], [-2.258, -1.872, -0.020], [0.157, 0.195, 1.453], [3.673, -0.890, 1.175], [0.677, 1.685, 0.548], [-0.927, -0.554, -1.234], [-3.594, 0.924, -1.471], [2.845, 0.452, -0.189]], "atomic_forces_ev_per_a": [[-1.4, 0.4, -0.3], [-0.4, -0.8, -2.4], [-0.1, -0.4, 1.4], [2.3, 0.0, 0.4], [0.7, 0.4, 0.2], [-0.3, -0.5, 0.4], [-0.3, 0.3, 0.0], [0.0, -0.2, 0.2], [0.5, 0.0, 0.2], [0.7, 0.1, 0.6], [0.3, -0.1, 0.8], [-0.5, -0.4, -1.3], [-0.8, 0.2, -0.4], [-0.4, 0.1, -0.4], [-0.5, 1.0, 0.7]], "total_energy_ev": -7828.803, "lumo_ev": 0.80, "relative_energy_kj_mol": 339.4, "largest_force_ev_per_a": 2.53}